Entry 1:
{"formula": "C7H14N2O", "method": "ωB97M-V with the def2-TZVPD basis set", "elements": ["C", "C", "C", "C", "C", "N", "C", "C", "N", "H", "H", "H", "H", "H", "H", "H", "H", "H", "H", "H", "H", "O", "H", "H"], "positions_angstrom": [[-2.991, 0.543, -0.173], [-1.642, -0.003, -0.631], [-0.489, 0.739, 0.003], [0.041, 0.323, 1.335], [0.885, 0.098, 0.097], [1.130, -1.212, -0.446], [1.071, -2.344, 0.466], [2.076, 0.980, -0.092], [2.819, 1.638, 0.683], [-3.121, 0.403, 0.909], [-3.073, 1.619, -0.387], [-3.816, 0.031, -0.687], [-1.581, -1.072, -0.378], [-1.564, 0.067, -1.728], [-0.458, 1.811, -0.211], [0.383, 1.087, 2.032], [-0.396, -0.566, 1.791], [0.601, -1.381, -1.293], [1.535, -3.216, -0.014], [1.641, -2.113, 1.376], [0.043, -2.616, 0.760], [2.220, 1.600, -1.455], [3.271, 2.367, -0.073], [1.415, 1.217, -1.886]], "mulliken_charge": [-1.3114, -0.4131, 0.2524, -1.0021, 0.0904, -0.2631, -0.9046, 0.3645, -0.7081, 0.3035, 0.3369, 0.3798, 0.2722, 0.2837, 0.3958, 0.3484, 0.2508, 0.3168, 0.3481, 0.3218, 0.2424, -0.6102, 0.3345, 0.3703], "e_tot_ev": -12511.67192, "smiles": "[H]/N=C(\\O)[C@@]1(NC)C[C@@H]1CC", "gap_ha": 0.36285, "lumo_energy_ev": 0.72}

---

Entry 2:
{"formula": "C23H25ClN4O2", "method": "ωB97M-V with the def2-TZVPD basis set", "elements": ["C", "C", "C", "N", "C", "C", "C", "C", "C", "C", "C", "H", "H", "Cl", "H", "H", "O", "C", "N", "C", "C", "C", "O", "N", "H", "C", "C", "C", "C", "C", "N", "C", "H", "H", "H", "H", "H", "H", "C", "C", "C", "H", "H", "H", "H", "H", "H", "H", "H", "H", "H", "H", "H", "H", "H"], "positions_angstrom": [[1.355, 4.669, 0.144], [1.186, 3.269, 0.603], [1.974, 2.152, 0.529], [1.320, 1.124, 1.149], [0.194, 1.619, 1.573], [-0.831, 0.900, 2.294], [-2.055, 1.497, 2.595], [-3.024, 0.789, 3.278], [-2.767, -0.518, 3.667], [-1.551, -1.123, 3.381], [-0.589, -0.416, 2.692], [0.362, -0.862, 2.452], [-1.367, -2.139, 3.693], [-3.981, -1.407, 4.515], [-3.974, 1.243, 3.509], [-2.242, 2.514, 2.289], [0.052, 2.928, 1.270], [3.289, 1.910, -0.141], [3.192, 1.563, -1.552], [2.160, 0.580, -1.811], [2.344, -0.017, -3.212], [1.224, -1.018, -3.469], [0.329, -0.834, -4.267], [1.307, -2.141, -2.715], [2.023, -2.211, -2.009], [0.247, -3.125, -2.686], [-0.660, -2.959, -1.494], [-1.220, -1.722, -1.188], [-2.074, -1.617, -0.106], [-2.341, -2.760, 0.634], [-1.804, -3.936, 0.365], [-0.985, -4.028, -0.667], [-0.575, -5.014, -0.849], [-3.016, -2.735, 1.479], [-2.529, -0.674, 0.157], [-0.996, -0.864, -1.805], [-0.331, -2.972, -3.604], [0.679, -4.129, -2.697], [2.309, 1.104, -4.249], [3.315, 2.188, -3.882], [3.062, 2.684, -2.460], [3.807, 3.438, -2.193], [2.061, 3.148, -2.404], [3.242, 3.022, -4.581], [4.326, 1.782, -3.932], [1.301, 1.521, -4.277], [2.524, 0.699, -5.239], [3.311, -0.529, -3.250], [2.226, -0.191, -1.040], [1.149, 1.025, -1.752], [3.934, 2.787, -0.047], [3.764, 1.067, 0.370], [0.663, 4.896, -0.667], [1.147, 5.356, 0.963], [2.372, 4.821, -0.206]], "mulliken_charge": [-1.6176, 0.5530, 1.1255, -0.3820, 0.1083, 0.2255, -0.3585, -0.7604, 0.5100, -0.8530, -0.0621, 0.4913, 0.3971, -0.2114, 0.4434, 0.4541, -0.4209, -1.7408, 0.1820, -1.1236, 0.5605, -0.0308, -0.6686, -0.1001, 0.3103, -1.0843, 0.6771, 0.0500, -0.4929, -0.5078, -0.6589, -0.5668, 0.3344, 0.5389, 0.4778, 0.4983, 0.3021, 0.4230, -0.9881, -0.9706, -0.4107, 0.4332, 0.1950, 0.4407, 0.3589, 0.3044, 0.4219, 0.4087, 0.4667, 0.3054, 0.6164, 0.3560, 0.3087, 0.4568, 0.2747], "e_tot_ev": -46835.82605, "smiles": "Cc1oc(-c2ccc(Cl)cc2)nc1CN1CCC[C@H](C(=O)NCc2cccnc2)C1", "gap_ha": 0.31565, "lumo_energy_ev": 0.29}

---

Entry 3:
{"formula": "C30H16BaBr4F9N2O2P", "method": "ωB97M-V with the def2-TZVPD basis set", "elements": ["Ba", "Br", "C", "C", "Br", "C", "Br", "C", "O", "C", "O", "C", "Br", "F", "C", "F", "F", "C", "C", "C", "C", "C", "C", "P", "C", "C", "C", "C", "C", "C", "C", "F", "F", "F", "C", "C", "C", "C", "C", "C", "C", "F", "F", "F", "H", "H", "H", "H", "H", "H", "H", "H", "H", "H", "H", "H", "N", "C", "C", "N", "C", "H", "H", "H", "H"], "positions_angstrom": [[-2.840, -0.074, -0.895], [-4.870, -6.011, 2.406], [-3.874, -4.465, 1.980], [-3.216, -3.750, 2.969], [-3.306, -4.300, 4.773], [-2.489, -2.609, 2.621], [-1.579, -1.579, 3.922], [-2.395, -2.152, 1.305], [-1.711, -1.070, 0.982], [-3.086, -2.888, 0.284], [-3.035, -2.449, -0.962], [-3.802, -4.026, 0.654], [-4.682, -4.939, -0.748], [3.557, -5.464, 0.622], [2.840, -5.326, -0.507], [1.918, -6.295, -0.516], [3.685, -5.572, -1.527], [2.241, -3.951, -0.616], [0.883, -3.777, -0.803], [0.365, -2.492, -0.919], [1.204, -1.388, -0.844], [2.577, -1.579, -0.665], [3.094, -2.854, -0.548], [0.488, 0.288, -0.993], [1.697, 1.136, -2.080], [1.459, 1.104, -3.452], [2.347, 1.688, -4.343], [3.480, 2.320, -3.859], [3.731, 2.366, -2.494], [2.844, 1.776, -1.611], [4.435, 3.004, -4.797], [4.283, 2.598, -6.066], [5.715, 2.780, -4.453], [4.260, 4.340, -4.787], [0.793, 1.051, 0.636], [0.756, 2.445, 0.733], [0.889, 3.069, 1.959], [1.042, 2.298, 3.105], [1.049, 0.916, 3.025], [0.921, 0.292, 1.791], [1.142, 2.978, 4.441], [-0.075, 3.260, 4.947], [1.802, 4.148, 4.358], [1.779, 2.225, 5.348], [0.220, -4.629, -0.861], [-0.702, -2.381, -1.058], [3.246, -0.729, -0.621], [4.157, -3.002, -0.407], [0.572, 0.611, -3.832], [2.157, 1.652, -5.407], [4.622, 2.857, -2.125], [3.047, 1.817, -0.549], [0.647, 3.051, -0.160], [0.882, 4.149, 2.029], [1.146, 0.319, 3.921], [0.888, -0.788, 1.741], [-6.113, 3.553, 0.665], [-5.004, 4.300, 0.361], [-4.081, 3.408, -0.086], [-4.605, 2.132, -0.062], [-5.829, 2.262, 0.397], [-6.982, 3.899, 1.034], [-4.972, 5.367, 0.491], [-3.075, 3.614, -0.412], [-6.536, 1.466, 0.562]], "mulliken_charge": [1.8534, -0.1746, 0.2773, 0.0054, -0.1905, -0.1962, -0.0829, 0.1087, -0.6880, 0.9876, -1.3329, -0.3602, -0.1455, -0.2626, 0.8041, -0.2773, -0.2591, 0.4243, -1.0181, -0.3237, 0.4331, 0.2706, -1.3460, -0.0801, 0.4710, -0.7559, -0.9252, 0.2248, -1.1641, 0.0155, 0.8887, -0.2756, -0.2599, -0.2535, 1.0336, -1.1013, -0.8625, 0.2076, -0.9765, -0.6288, 0.8373, -0.2575, -0.2743, -0.2694, 0.5641, 0.5103, 0.4139, 0.4022, 0.3901, 0.4442, 0.4115, 0.5139, 0.5520, 0.4238, 0.6186, 0.6565, -0.0353, -0.4876, -0.4218, 0.0253, -0.4671, 0.2018, 0.3854, 0.3919, 0.4057], "e_tot_ev": -353058.88660, "gap_ha": 0.22307, "lumo_energy_ev": -0.77}

---

Entry 4:
{"formula": "C7H10FNO3S", "method": "ωB97M-V with the def2-TZVPD basis set", "elements": ["C", "C", "C", "C", "C", "C", "C", "N", "O", "O", "O", "F", "S", "H", "H", "H", "H", "H", "H", "H", "H", "H", "H"], "positions_angstrom": [[1.122, 0.810, 1.639], [-0.244, 0.691, 1.840], [1.855, 0.283, 0.679], [-1.032, 0.030, 0.892], [-0.772, -0.011, -0.465], [-2.006, -0.926, 1.470], [-1.211, -1.067, -1.477], [1.359, -0.038, -0.503], [2.895, 1.654, -2.046], [0.831, 2.380, -0.973], [0.744, 0.790, -2.853], [1.978, -1.256, -1.012], [1.478, 1.373, -1.797], [1.903, 1.039, 2.401], [-0.696, 0.875, 2.836], [2.867, -0.008, 0.769], [-0.480, 1.043, -0.931], [-2.269, -0.843, 2.571], [-1.621, -1.823, 1.165], [-2.913, -0.914, 0.960], [-2.211, -1.144, -1.520], [-0.823, -1.969, -1.207], [-0.754, -0.969, -2.440]], "mulliken_charge": [-0.3821, -0.4801, -0.4031, 1.2162, 0.0246, -1.5973, -2.0315, 0.2180, -0.5991, -0.5866, -0.5248, -0.2909, 1.1310, 0.3003, 0.3545, 0.4849, 0.6040, 0.3526, 0.4255, 0.3737, 0.5365, 0.5122, 0.3618], "e_tot_ev": -28600.23518, "gap_ha": 0.31095, "lumo_energy_ev": -1.23}

---

Looking at relative energy (zero: lowest compared OMol25 entry of this formula, charge and spin) for the records above, in order, we have 52.3; 0.0; 5.6; 29.4 kcal per mole.